Molecular formula: C22H27N3O6
Method: DFT, ωB97M-V/def2-TZVPD

The geometry in XYZ format:
```
58
Properties=species:S:1:pos:R:3:mulliken_charge:R:1
C 8.3230 0.3320 1.1241 -0.69
O 6.9125 0.3321 0.9635 -0.28
C 6.4603 -0.2348 -0.1689 0.27
O 7.1883 -0.7052 -1.0171 -0.65
C 5.0132 -0.2229 -0.2893 0.10
N 4.4513 -0.7662 -1.4184 0.03
C 3.1135 -0.6913 -1.3683 -0.36
C 2.2599 -1.1642 -2.4790 -1.57
C 2.7761 -0.0622 -0.1679 0.29
C 1.4471 0.2777 0.3033 1.62
O 1.2646 1.5238 0.7996 -0.57
C 0.3767 -0.5583 0.2948 -0.46
C 0.3484 -1.9819 0.0302 0.52
O 1.2583 -2.7161 -0.2987 -0.70
C -1.0893 -2.4256 0.2842 0.23
O -1.5530 -3.5378 0.1536 -0.67
N -1.7704 -1.3342 0.7004 0.27
C -3.1824 -1.3454 0.9819 -0.83
C -4.0148 -1.3609 -0.3239 -0.92
N -5.4340 -1.1488 -0.1734 0.01
C -5.7942 0.1903 0.2336 -0.90
C -6.1015 -2.1593 0.6171 -1.02
C -0.9925 -0.1109 0.7420 -0.03
C -1.5693 0.9520 -0.1396 0.27
C -1.5186 1.1415 -1.4882 -0.23
C -2.3041 2.2903 -1.7545 -1.06
C -2.7796 2.7193 -0.5511 0.50
C -3.6502 3.8665 -0.1829 -1.31
O -2.3358 1.9070 0.4328 -0.42
C 3.9855 0.2447 0.5128 0.82
C 4.1202 0.8860 1.8513 -1.82
H 8.7989 0.8737 0.3040 0.30
H 8.7046 -0.6910 1.1351 0.31
H 8.5201 0.8241 2.0731 0.22
H 5.0063 -1.1876 -2.1481 0.23
H 2.7916 -1.1017 -3.4260 0.51
H 1.9768 -2.2029 -2.2978 0.30
H 1.3456 -0.5789 -2.5312 0.18
H 2.0944 2.0177 0.7550 0.47
H -3.4172 -0.4589 1.5749 0.39
H -3.4034 -2.2453 1.5625 0.40
H -3.8636 -2.3292 -0.8075 0.43
H -3.6327 -0.5849 -0.9931 0.31
H -6.8690 0.3160 0.1007 0.40
H -5.2802 0.9078 -0.4044 0.20
H -5.5535 0.4138 1.2847 0.32
H -5.9026 -2.0710 1.6955 0.33
H -5.7816 -3.1434 0.2812 0.33
H -7.1769 -2.0698 0.4609 0.35
H -0.9738 0.2876 1.7682 0.22
H -0.9961 0.5360 -2.2003 0.64
H -2.4888 2.7326 -2.7119 0.49
H -4.5297 3.5192 0.3581 0.28
H -3.9663 4.3886 -1.0806 0.36
H -3.1123 4.5602 0.4624 0.33
H 4.3344 1.9520 1.7542 0.35
H 4.9528 0.4403 2.3887 0.45
H 3.2128 0.7578 2.4376 0.44
```

SMILES = COC(=O)c1[nH]c(C)c(/C(O)=C2\C(=O)C(=O)N(CCN(C)C)[C@@H]2c2ccc(C)o2)c1C
HOMO-LUMO gap = 8.03 eV


Molecular formula: C16H26O3PdSiTe4
Method: DFT, ωB97M-V/def2-TZVPD

The geometry in XYZ format:
```
51
Properties=species:S:1:pos:R:3:mulliken_charge:R:1
Pd 1.0065 -1.6451 -1.1698 0.02
Te 3.4683 -0.9176 -1.2314 0.34
Te 2.9221 -1.2849 -3.9494 -0.24
Te 1.3538 -3.4647 -3.5318 -0.03
Te 1.8617 -4.2259 -1.0457 -0.13
O -0.0881 -1.5693 3.3666 -0.41
C 1.0505 -1.0696 3.9055 0.95
C 1.1219 -0.8149 5.2750 -0.80
C 2.2702 -0.2998 5.8433 -0.52
C 3.3780 -0.0262 5.0531 -0.71
C 3.3125 -0.2796 3.6962 -0.52
C 2.1653 -0.8007 3.0972 0.04
C 2.1741 -1.0290 1.6152 1.04
O 3.2762 -0.7599 1.0262 -0.78
O 1.1427 -1.4386 1.0475 -0.73
H -0.7284 -1.7049 4.0737 0.28
H 0.2547 -1.0270 5.8919 0.30
H 2.2965 -0.1109 6.9089 0.38
H 4.2800 0.3789 5.4903 0.41
H 4.1598 -0.0774 3.0575 0.41
C -1.9094 -0.6483 0.3450 -1.22
Si -0.9100 -0.0425 -1.1269 1.39
C -1.9595 -0.2509 -2.7239 2.07
C -1.1150 -0.1316 -3.9970 -1.29
C -3.1035 0.7672 -2.7900 -1.94
C -2.5619 -1.6617 -2.6817 -1.89
C -0.3115 1.7377 -0.7550 2.22
C 0.3111 2.4025 -1.9839 -1.78
C 0.7323 1.7158 0.3689 -1.84
C -1.4989 2.5805 -0.2586 -1.86
H -2.8693 -0.1269 0.4152 0.37
H -1.3450 -0.4836 1.2639 0.15
H -2.1075 -1.7188 0.2795 0.38
H -0.6293 0.8396 -4.0914 0.24
H -1.7515 -0.2731 -4.8779 0.51
H -0.3348 -0.8936 -4.0213 -0.16
H -2.7367 1.7812 -2.9576 0.32
H -3.7065 0.7691 -1.8784 0.37
H -3.7676 0.5168 -3.6249 0.52
H -1.7851 -2.4264 -2.5853 0.17
H -3.1122 -1.8557 -3.6086 0.52
H -3.2581 -1.7816 -1.8496 0.34
H 1.1172 1.7948 -2.4059 0.21
H 0.7336 3.3730 -1.7015 0.48
H -0.4237 2.5817 -2.7707 0.35
H 1.6526 1.2225 0.0528 0.04
H 0.3635 1.2111 1.2644 0.26
H 0.9847 2.7456 0.6451 0.59
H -2.3067 2.6543 -0.9866 0.30
H -1.1551 3.5978 -0.0416 0.52
H -1.9147 2.1705 0.6641 0.37
```

HOMO-LUMO gap (spin up / spin down) = 6.04 / 5.63 eV
2S+1 = 5
expectation value of S² = 6.026


In the order shown, the computed ΔE to the lowest compared entry with this formula, charge and spin values come out to 33.4; 0.0 kcal/mol.